1.
DFT (ωB97M-V with the def2-TZVPD basis set) results for C5H9NO2 in the gas phase in a non-equilibrium geometry.

Cartesian coordinates (Å):
C 0.63785 2.01717 -0.65392
C 1.16530 0.90083 -0.22496
C 0.30331 -0.45927 -0.14153
C -1.13955 -0.39133 0.14567
C -1.85551 -1.72407 0.37310
N 2.42298 0.86120 0.32597
O 3.10888 1.80633 0.01527
O 2.78210 -0.05928 1.00788
H 1.15517 2.95069 -0.53318
H -0.31381 2.15470 -1.14891
H 1.03180 -0.93489 0.49236
H 0.35283 -0.90882 -1.09761
H -1.69138 -0.03292 -0.78550
H -1.47641 0.32901 0.91034
H -2.98085 -1.66492 0.39853
H -1.78503 -2.47020 -0.48347
H -1.71767 -2.37421 1.39995

Its LUMO energy is -0.53 eV. Its HOMO-LUMO gap is 0.3740 Eh. The strongest force on any atom is 6.58 eV Å⁻¹. As for the spin multiplicity: 1. Its HOMO energy is -0.3934 Ha. The SMILES is C=C(CCC)[N+](=O)[O-].

---

2.
DFT (ωB97M-V with the def2-TZVPD basis set) results for C5H9NO2 in the gas phase.

Cartesian coordinates (Å):
C 0.56215 1.92125 -0.90916
C 1.20943 1.30489 0.08749
C 0.69453 0.28102 1.07452
C -0.63887 -0.46651 0.87100
O -1.68846 0.39205 0.44261
C -0.46355 -1.70023 -0.02975
N -0.32533 -1.46094 -1.36332
O -0.45708 -2.84730 0.40536
H -0.48436 1.74664 -1.13094
H 1.06837 2.67087 -1.51142
H 2.24668 1.59742 0.25567
H 0.63257 0.80528 2.03750
H 1.48733 -0.47048 1.19271
H -0.94469 -0.85716 1.85051
H -2.49918 -0.14713 0.43131
H -0.16450 -2.24774 -1.97713
H -0.23506 -0.52195 -1.72696

Its LUMO energy is 0.74 eV. Its HOMO-LUMO gap is 0.3816 Eh. The strongest force on any atom is 0.95 eV Å⁻¹. As for the spin multiplicity: 1. Its HOMO energy is -0.3545 Ha. The SMILES is C=CC[C@@H](O)C(N)=O.

---

3.
DFT (ωB97M-V with the def2-TZVPD basis set) results for C5H9NO2 in the gas phase in a non-equilibrium geometry.

Cartesian coordinates (Å):
C 0.75218 1.38798 0.75084
C 0.07833 0.32904 -0.07272
C 0.72002 -0.43042 -0.97392
N 2.03890 -0.31565 -1.32393
C -1.46429 0.18774 0.06753
O -2.12508 -0.35483 -1.01501
C -1.32287 -0.87881 1.11400
O -1.68743 -2.01066 0.79447
H 1.67943 1.01851 1.19375
H 0.99560 2.25771 0.13719
H 0.10329 1.72401 1.55720
H 0.16905 -1.17925 -1.52661
H 2.46265 -1.09392 -1.79986
H 2.63589 0.22253 -0.71778
H -1.89886 1.12948 0.41375
H -2.20967 -1.37171 -0.70246
H -0.92713 -0.62176 2.10356

Its LUMO energy is 0.80 eV. Its HOMO-LUMO gap is 0.3258 Eh. The strongest force on any atom is 2.68 eV Å⁻¹. As for the spin multiplicity: 1. Its HOMO energy is -0.2964 Ha. The SMILES is C/C(=C\N)[C@@H](O)C=O.

---

4.
DFT (ωB97M-V with the def2-TZVPD basis set) results for a molecular structure, C5H9NO2 in a non-equilibrium geometry.

Cartesian coordinates (Å):
C 0.72445 -1.93467 -0.30330
C -1.27313 0.79109 -1.08622
N 0.96110 -0.82718 0.58141
C -0.95385 0.78704 0.37415
C 1.70963 0.52688 0.17938
C -0.06107 -0.00625 1.04450
O -1.71202 1.66871 1.05850
O 2.13049 1.41496 0.86292
H -1.61334 1.54973 2.01208
H 2.17889 0.21830 -0.76829
H 0.01138 0.15788 2.11905
H 0.15535 -2.71666 0.21954
H 0.16747 -1.69951 -1.21833
H 1.67839 -2.35727 -0.62333
H -0.42925 1.16557 -1.66709
H -2.11057 1.45475 -1.32484
H -1.56392 -0.19339 -1.46013

Its LUMO energy is 0.80 eV. Its HOMO-LUMO gap is 0.3300 Eh. The strongest force on any atom is 5.02 eV Å⁻¹. As for the spin multiplicity: 1. Its HOMO energy is -0.3006 Ha.

---

5.
DFT (ωB97M-V with the def2-TZVPD basis set) results for 2 unconnected molecules or ions with the total composition C5H9NO2 in a non-equilibrium geometry.

Cartesian coordinates (Å):
C -2.30288 -0.71042 -0.84314
C -2.11045 0.48160 -0.10182
N 0.15347 -0.96282 0.70598
C 1.07586 1.41280 0.12215
C 0.61989 -0.04786 -0.24336
C 1.74903 -1.05167 0.04530
O 2.72646 -0.88822 0.82297
O -2.01838 1.60010 -0.60627
H -2.83791 -0.69936 -1.76441
H -1.77180 -1.56770 -0.46954
H -2.04049 0.44740 0.96336
H 0.55813 -1.07740 1.65787
H 1.26493 2.10147 -0.64526
H 0.21089 1.87232 0.65458
H 1.90884 1.24569 0.93197
H -0.05143 -0.05743 -1.07575
H 1.83127 -1.72706 -0.80305

Its LUMO energy is -3.83 eV. Its HOMO-LUMO gap is 0.1421 Eh. The strongest force on any atom is 5.03 eV Å⁻¹. As for the spin multiplicity: 1. Its HOMO energy is -0.2826 Ha.

---

6.
DFT (ωB97M-V with the def2-TZVPD basis set) results for 2 unconnected molecules or ions with the total composition C5H9NO2S in a non-equilibrium geometry.

Cartesian coordinates (Å):
C 2.66992 0.85695 0.17890
C -0.69965 0.07482 1.19798
C -0.26590 0.44705 -1.18930
C -2.54429 -0.14499 -0.62317
C -1.07207 0.09116 -0.21689
N 2.50531 1.92825 -0.19990
O 4.32213 -1.13115 0.03401
O 1.74676 -1.50762 0.35574
S 3.14618 -0.75784 0.84273
H -0.04680 0.88233 1.55227
H -1.67739 0.15321 1.71478
H -0.28008 -0.92990 1.52470
H -0.76358 0.85183 -2.15256
H 1.02044 -1.10145 -0.13550
H 0.72603 0.61953 -1.09578
H -2.95877 -0.95854 0.04711
H -2.96232 0.82350 -0.24282
H -2.86591 -0.19714 -1.59231

Its LUMO energy is -0.04 eV. Its HOMO-LUMO gap is 0.3533 Eh. The strongest force on any atom is 5.69 eV Å⁻¹. As for the spin multiplicity: 1. Its HOMO energy is -0.3549 Ha.

---

7.
DFT (ωB97M-V with the def2-TZVPD basis set) results for C5H9NO3 in the gas phase in a non-equilibrium geometry.

Cartesian coordinates (Å):
C -0.80935 -0.45942 -0.17898
C -1.15701 0.58425 0.82337
C -1.49852 -1.79143 -0.12290
N -0.11043 -0.18578 -1.27676
C 1.89549 0.87130 0.42215
C 0.70840 0.84425 -1.57069
O 2.15057 1.66014 1.47465
O 2.36733 -0.22445 0.27093
O 1.21936 1.58537 -0.50513
H 2.77778 1.21409 2.06428
H -0.15371 -0.88820 -2.01028
H 1.40535 0.67411 -2.37744
H -0.55969 0.47060 1.73588
H -2.20925 0.50512 1.10917
H -0.99061 1.59454 0.43801
H -1.00328 -2.45413 0.59554
H -1.50090 -2.31484 -1.07594
H -2.53152 -1.68550 0.18412

Its LUMO energy (spin up / spin down) is 0.71 / 0.71 eV. Its HOMO-LUMO gap (spin up / spin down) is 0.2693 / 0.2692 Eh. The strongest force on any atom is 1.77 eV Å⁻¹. As for the spin multiplicity: 1. Its HOMO energy (spin up / spin down) is -0.2432 / -0.2431 Ha.

---

8.
DFT (ωB97M-V with the def2-TZVPD basis set) results for a molecular structure, C5H9NO3 in a non-equilibrium geometry.

Cartesian coordinates (Å):
C -1.32504 -0.13290 -0.93010
C 0.26058 0.81172 2.22120
C 1.49687 -0.83985 -1.08593
C -1.46503 0.17804 0.43913
C 0.44155 -0.96780 -0.03802
N -0.95847 0.90284 -1.84322
O 0.04657 0.69670 0.81204
O -2.14372 -0.19548 1.34812
O 0.37747 -1.82034 0.79587
H -2.07428 -0.82774 -1.29656
H -0.31804 1.57320 -1.43549
H -0.56823 0.55291 -2.70940
H 0.28596 -0.17910 2.67961
H 1.19828 1.34667 2.37817
H -0.54935 1.38658 2.67143
H 1.44948 -1.72430 -1.72181
H 2.47111 -0.81112 -0.59045
H 1.37428 0.04995 -1.69460

Its LUMO energy is 0.52 eV. Its HOMO-LUMO gap is 0.3084 Eh. The strongest force on any atom is 2.45 eV Å⁻¹. As for the spin multiplicity: 1. Its HOMO energy is -0.2893 Ha.